Record 1
Molecular formula: C12H15N2OY
Method: DFT, ωB97M-V/def2-TZVPD

Geometry (Å):
C (-0.89826, 1.07868, -2.01967)
C (0.47246, 1.04023, -2.42949)
C (1.20138, 1.99437, -1.64739)
C (0.28186, 2.62254, -0.74788)
C (-1.02109, 2.04844, -0.97004)
Y (0.51317, 0.28042, 0.06571)
N (-1.10683, -1.15971, 0.13915)
C (-0.38323, -2.38682, -0.14654)
C (0.92182, -1.94383, -0.82089)
H (2.26304, 2.21912, -1.75022)
H (0.86995, 0.43350, -3.24399)
H (0.51047, 3.43275, -0.05410)
H (-1.96374, 2.39604, -0.53249)
H (-1.72364, 0.54747, -2.50442)
H (0.89887, -2.11511, -1.90208)
H (-1.00912, -3.08890, -0.75613)
H (-2.05154, -1.31997, 0.46155)
H (1.82775, -2.31324, -0.32262)
H (-0.09718, -3.00816, 0.75651)
O (0.54948, 0.61992, 2.18882)
N (0.19353, -0.01995, 3.33834)
C (-1.01612, 0.29819, 3.87951)
C (-1.47326, -0.44748, 4.96248)
C (-0.68270, -1.49468, 5.45117)
C (0.56006, -1.77068, 4.88094)
C (0.99542, -1.02088, 3.80456)
H (-1.59706, 1.09020, 3.39811)
H (-2.44249, -0.19497, 5.38947)
H (-1.03638, -2.10508, 6.27824)
H (1.20569, -2.55059, 5.26663)
H (1.95523, -1.18137, 3.31296)

Summary:
Net charge: -1
<S²>: 0.766
Frontier orbital gap (spin up / spin down), eV: 4.6 / 6.2
2S+1: 2
HOMO energy (spin up / spin down), eV: -1.5 / -3.2



Record 2
Molecular formula: C18H25CrF4N5O3
Method: DFT, ωB97M-V/def2-TZVPD

Geometry (Å):
Cr (-0.93553, 0.91474, -0.29984)
C (-0.52238, 3.08218, 2.49286)
C (-1.42134, 1.86349, 2.55267)
N (-0.90020, 0.68848, 1.78785)
C (0.49160, 0.34599, 2.21172)
C (0.68059, 0.07957, 3.69684)
C (-1.83006, -0.46527, 1.98304)
C (-1.49290, -1.60354, 1.03776)
N (-1.23327, -0.98438, -0.24946)
C (-1.02309, -1.67128, -1.40839)
C (-0.87172, -0.91119, -2.57000)
F (-0.98390, 0.46373, -2.40647)
C (-0.63344, -1.42512, -3.81732)
F (-0.50172, -0.59391, -4.85015)
C (-0.52277, -2.79431, -3.98618)
C (-0.66641, -3.57946, -2.85967)
F (-0.57107, -4.90593, -2.96069)
C (-0.90081, -3.04864, -1.59892)
F (-1.02207, -3.88728, -0.55285)
H (-1.06636, 3.93602, 2.89559)
H (-0.23717, 3.32861, 1.47065)
H (0.38012, 2.95709, 3.09243)
H (-2.40455, 2.09214, 2.14392)
H (-1.57884, 1.54845, 3.58760)
H (1.12491, 1.17632, 1.89836)
H (0.79517, -0.52166, 1.62714)
H (0.49914, 0.96266, 4.30824)
H (1.71568, -0.22320, 3.85906)
H (0.05132, -0.72966, 4.06616)
H (-2.82890, -0.08784, 1.76375)
H (-1.82230, -0.78728, 3.02553)
H (-2.33497, -2.29886, 1.01200)
H (-0.63191, -2.17136, 1.40848)
H (-0.33547, -3.23000, -4.95643)
C (5.12215, -0.03185, -1.08999)
N (3.72256, 0.34710, -1.10194)
C (3.26441, 1.72575, -0.98348)
C (1.77231, 1.50805, -0.86688)
O (0.90028, 2.36050, -0.70316)
N (1.47704, 0.18895, -0.92931)
C (2.64957, -0.45221, -1.02145)
N (2.70662, -1.78464, -1.03206)
H (5.67313, 0.61596, -1.76910)
H (5.24595, -1.05203, -1.44583)
H (5.55057, 0.04986, -0.09048)
H (3.51046, 2.31868, -1.86563)
H (3.66420, 2.22368, -0.09846)
H (1.83450, -2.28028, -1.13649)
H (3.55774, -2.27926, -1.22928)
C (-4.56047, 0.74591, -0.64982)
O (-3.88864, 2.01852, -0.52588)
C (-2.58360, 1.96316, -0.41898)
O (-1.86932, 2.95432, -0.39914)
H (-5.58464, 0.97861, -0.91824)
H (-4.53701, 0.21420, 0.29901)
H (-4.09316, 0.14772, -1.42868)

Summary:
Energy relative to the best compared isomer or geometry (same formula, charge and spin), kJ/mol: 0.0
Net charge: +1
<S²>: 3.834
Frontier orbital gap (spin up / spin down), eV: 7.7 / 8.6
2S+1: 4
HOMO energy (spin up / spin down), eV: -10.5 / -10.9



Record 3
Molecular formula: C5H11NO
Method: DFT, ωB97M-V/def2-TZVPD

Geometry (Å):
C (2.22950, -0.24269, -1.47543)
C (1.31412, -0.53541, -0.30656)
C (0.95959, 0.40073, 0.79914)
N (0.06072, 0.19825, -0.31006)
C (-1.15733, -0.48837, 0.05280)
C (-2.29415, 0.49458, 0.30396)
O (-2.00664, 1.36715, 1.37654)
H (1.93317, -0.85872, -2.33503)
H (3.27995, -0.46145, -1.25536)
H (2.13993, 0.80614, -1.77397)
H (1.27716, -1.58828, -0.01154)
H (1.39060, 1.38893, 0.94306)
H (0.62696, -0.11012, 1.71314)
H (-1.43228, -1.19009, -0.74611)
H (-0.98591, -1.04901, 1.01030)
H (-2.47695, 1.13746, -0.56233)
H (-3.20901, -0.09156, 0.48781)
H (-1.64944, 0.82243, 2.08964)

Summary:
Energy relative to the best compared isomer or geometry (same formula, charge and spin), kJ/mol: 215.4
Net charge: 0
Frontier orbital gap, eV: 10.3
HOMO energy, eV: -9.3
SMILES: C[C@H]1CN1CCO



Record 4
Molecular formula: C6H14NO
Method: DFT, ωB97M-V/def2-TZVPD

Geometry (Å):
C (1.90413, 0.76831, 2.78552)
O (1.81600, 0.19630, 3.94062)
C (1.04342, -0.07376, 1.72894)
C (0.81573, 0.65051, 0.39294)
C (-0.64507, 0.39109, -0.12308)
C (-0.90721, 0.46823, -1.57096)
C (-0.92449, -0.96204, -2.26363)
N (-2.10649, -1.64331, -1.80952)
H (2.89256, 0.89363, 2.43590)
H (1.38468, 1.75882, 2.71669)
H (0.15696, -0.41369, 2.23851)
H (1.70131, -0.95614, 1.55781)
H (1.11448, 1.70668, 0.40743)
H (1.52178, 0.17952, -0.41034)
H (-1.31747, 1.11318, 0.38935)
H (-0.79230, -0.62768, 0.44917)
H (-1.83300, 0.92188, -1.88968)
H (-0.06614, 1.06430, -2.09586)
H (0.04522, -1.55407, -2.09999)
H (-0.84728, -0.56152, -3.40555)
H (-2.20577, -1.52904, -0.85614)
H (-2.75105, -1.79118, -2.51814)

Summary:
Energy relative to the best compared isomer or geometry (same formula, charge and spin), kJ/mol: 227.0
Net charge: -1
Frontier orbital gap, eV: 5.4
HOMO energy, eV: -2.0
SMILES: NCCCCCC[O-]



Record 5
Molecular formula: C3H11N3
Method: DFT, ωB97M-V/def2-TZVPD

Geometry (Å):
C (-1.07080, 1.25001, -1.90690)
C (-1.46061, 0.91627, -0.47735)
N (-2.86231, 0.62434, -0.36079)
H (-1.58198, 2.14304, -2.26024)
H (0.00539, 1.42605, -1.97817)
H (-1.22748, 0.39907, -2.57808)
H (-0.76102, 0.17746, -0.07951)
H (-1.22783, 1.85134, 0.06176)
H (-3.29871, 0.45044, -1.25135)
H (-3.17332, -0.04059, 0.31931)
N (2.27183, -0.22975, 1.58672)
C (2.26650, -1.56965, 1.30350)
N (2.29808, -2.47704, 2.20012)
H (2.81497, 0.29901, 0.91267)
H (2.64598, 0.00718, 2.49718)
H (2.12266, -1.84680, 0.25632)
H (2.23867, -3.38039, 1.75483)

Summary:
Energy relative to the best compared isomer or geometry (same formula, charge and spin), kJ/mol: 87.5
Net charge: 0
Frontier orbital gap, eV: 9.7
HOMO energy, eV: -8.9
SMILES: [H]/N=C/N.CCN



Record 6
Molecular formula: C10H8BrF3
Method: DFT, ωB97M-V/def2-TZVPD

Geometry (Å):
C (0.98440, 0.30734, 0.73369)
C (1.63837, -1.38917, -0.89043)
C (2.32213, 0.70885, 0.80179)
C (2.91236, -0.90726, -0.85682)
C (0.62187, -0.70922, -0.16625)
C (3.34385, 0.06374, 0.03010)
C (-1.82796, -0.29081, 0.01026)
C (-0.75239, -1.05383, -0.38427)
C (-1.62715, 2.31661, 0.75827)
C (-3.27340, -0.57597, 0.09936)
F (-1.01913, -2.29873, -0.87265)
F (-2.87782, 2.76694, 0.60247)
F (-1.02509, 2.76606, -0.37740)
Br (5.11050, 0.49104, 0.11417)
H (0.23386, 1.03117, 1.09011)
H (1.49163, -2.09410, -1.64783)
H (2.69674, 1.33738, 1.58066)
H (3.52320, -1.52052, -1.48123)
H (-1.54881, 0.74790, 0.48247)
H (-3.54803, -0.86260, 1.06252)
H (-3.55332, -1.27713, -0.69502)
H (-3.82581, 0.44232, 0.00604)

Summary:
Net charge: 0
Frontier orbital gap, eV: 7.8
HOMO energy, eV: -8.4



no.,E_tot (a.u.)
1,-689.28222
2,-2644.15394
3,-327.04932
4,-366.91521
5,-285.14450
6,-3259.31059